Entry 1:
Computed, not measured: C54H66GeMgN2O6P2S2 as an isolated structure, with wB97M-V/def2-TZVPD.

- HOMO energy (alpha / beta) (eV) = -10.26 / -10.26
- total charge = +1
- 2S+1 = 2
- orbital gap (alpha / beta) (eV) = 7.778 / 5.661
- LUMO energy (alpha / beta) (eV) = -2.4852 / -4.6001

Last column: Löwdin spin population.
Geometry (Å):
H 3.1060 -5.3454 4.2424  0.000
H 0.8408 -5.4066 -1.7055  -0.001
H -0.4708 3.1886 -2.9708  0.000
S -2.4052 -4.1982 -0.0035  0.000
H 1.6241 -5.3497 2.2507  0.000
H -2.7776 -5.5339 4.7321  0.000
H 7.6587 -1.3242 0.2852  0.000
H -0.1280 5.4106 -1.0732  0.000
N -1.0765 -2.2260 1.0134  0.001
H 3.7238 -1.7809 -3.7431  0.001
C -0.7429 4.5858 -0.7085  0.000
C 6.4185 -4.3300 -1.1988  0.000
H -5.0125 -1.4541 -1.6525  0.000
C -0.2976 -2.8180 -3.6985  0.006
C -1.5412 1.7333 3.2517  0.000
C -2.9613 2.1450 3.6358  0.000
O -1.4503 1.4458 1.8526  0.000
C -0.2880 -0.8082 -3.1026  0.010
C -0.6826 0.1483 -4.2221  0.004
H 1.9635 0.3601 4.1477  0.000
S 6.9261 -2.6349 -1.5630  0.001
C -1.9633 2.0064 -5.1147  0.000
C 1.5885 -3.3359 -1.6208  0.057
H 3.6572 -1.1301 3.8317  0.000
C 4.0676 2.9410 3.5731  0.000
C -0.1792 -4.1792 -3.0775  0.036
C 3.1822 -2.0397 3.4882  0.001
H 5.4856 -0.8392 -5.1810  0.000
H -1.6696 4.5660 -1.2854  0.000
H 5.3923 -4.3681 -0.8311  0.000
H 4.9475 3.4179 1.6749  0.000
P 1.9925 -0.5460 1.3589  0.019
H 7.0899 -4.7862 -0.4738  0.000
H -1.7892 2.4060 -7.2071  0.000
H -0.5516 3.0766 4.6461  0.000
H -3.2464 3.0835 3.1568  0.000
H -6.0013 0.6119 -0.8633  0.000
H -3.8343 -0.4304 -2.4814  0.000
H -1.9417 -0.2940 3.8459  0.000
C -1.5804 1.2078 -4.0401  0.000
C -1.1677 0.4616 3.9858  0.000
C -1.6174 -3.7567 4.3598  0.000
H -1.0323 0.6360 5.0557  0.000
C 0.7396 -4.4200 -2.1420  -0.003
C 1.6206 -2.1397 -2.2113  -0.001
P 2.2473 -0.6448 -1.4858  0.379
Mg -0.6897 0.2208 0.0004  0.003
N 2.9917 -0.9161 -0.0205  0.081
C 4.2452 -1.7219 -0.0151  0.020
H -5.3629 -1.2717 0.8262  0.000
C 3.4518 0.0419 -2.6236  0.054
C -4.0184 -0.0602 -0.3590  0.000
H 0.9537 3.4248 1.0834  0.000
H -3.6764 1.3731 3.3416  0.000
H -0.8904 3.7826 3.0581  0.000
H 5.6197 -0.1371 -0.4952  0.000
H 0.4751 -0.8656 -5.7360  0.000
H -0.5123 -2.0379 3.7222  0.000
H -1.3515 -3.6290 5.4013  0.000
H 4.1095 -3.2197 5.0155  0.000
C 0.0094 3.2695 -0.8638  0.000
C -5.0380 1.0531 -0.6039  0.000
C -2.2582 -4.1396 1.7166  0.000
C 2.0675 -4.4250 2.6007  0.000
O -0.8133 2.1598 -0.4711  0.001
O -1.2377 -1.9364 -3.0307  0.009
H 6.6932 -2.6941 0.8130  0.000
C 2.8958 -4.4223 3.7171  0.000
H 6.2239 1.4967 -4.8739  0.001
C 0.8428 -1.8415 -3.4515  0.002
H 3.4141 1.9842 -1.6879  0.002
Ge -2.4567 2.3062 0.5233  0.000
H -5.1849 1.6766 0.2800  0.000
C 2.6291 1.0144 3.5971  0.001
H 2.1512 -3.5185 -0.7111  0.003
C -0.5916 0.7268 -6.5963  0.000
C 6.7455 -1.8817 0.0847  0.001
C -1.1526 -2.8550 3.4281  0.000
H 3.0278 2.2316 5.3127  0.000
H -1.2498 -2.3478 -1.0861  0.000
H -2.6550 2.8150 -4.9123  0.000
C -4.3742 -0.8168 0.9145  0.000
C 4.3033 2.7399 2.2210  0.000
C 1.7892 -3.2374 1.9453  0.000
C -0.5768 2.8699 3.5734  0.000
H -4.3846 -0.1356 1.7687  0.000
H 0.8289 2.1000 -2.4935  0.001
O -2.1422 1.5589 -2.8564  0.002
C 3.2267 2.0760 4.2603  0.000
C 0.4011 3.0883 -2.3238  0.001
H 1.7095 2.2708 -0.0123  0.003
O -2.6880 0.4961 -0.1931  0.002
C 2.8800 0.7872 2.2424  0.002
O -0.1261 -0.2180 -1.8777  0.232
C -4.0295 -0.9874 -1.5658  0.000
H 4.5328 3.7715 4.0888  0.000
C 2.3371 -2.0279 2.3808  0.002
H 5.1937 2.9084 -3.1206  0.000
C 3.7115 1.6716 1.5620  0.000
C -1.4794 1.7729 -6.3854  0.000
C 3.8726 1.3642 -2.4471  0.017
C 4.0280 -0.7487 -3.6161  0.022
H 6.4797 -4.8866 -2.1323  0.000
H -1.7691 1.0794 -2.0985  0.000
H 0.4306 2.6191 3.2404  0.000
H 4.1368 -2.5054 0.7385  0.005
H -4.7161 1.6876 -1.4326  0.000
H 1.5112 -1.5940 -4.2690  -0.001
C 5.0261 -0.2200 -4.4212  0.002
H 5.5427 -0.5302 1.2246  0.000
H 4.3224 -2.2153 -0.9870  0.001
H 1.1359 3.8445 -2.6119  0.000
C 1.2347 3.2549 0.0416  0.003
C -0.2113 -0.0597 -5.5250  0.000
C -2.7377 -5.0525 2.6562  0.000
C 5.4444 1.0906 -4.2417  0.014
H -0.9884 4.7859 0.3375  0.000
C 5.5373 -0.9601 0.2214  0.001
H -3.6470 -1.6043 1.1199  0.000
H 1.1317 -3.2447 1.0870  0.000
H -3.0352 2.2839 4.7160  0.000
H -0.8445 -4.9618 -3.4235  0.002
H -3.2888 -1.7793 -1.4849  0.000
H -3.3367 -5.9017 2.3532  0.000
H -0.1973 0.5214 -7.5831  0.000
H 3.8985 1.5302 0.5057  0.000
C 4.8695 1.8841 -3.2539  -0.002
C -1.4761 -2.7537 -0.1037  0.000
H 1.9656 4.0118 -0.2545  0.000
H -0.5584 -2.8990 -4.7549  0.001
C -1.5001 -3.0254 2.0866  0.000
H -0.2364 0.0731 3.5662  0.000
C -2.4187 -4.8428 3.9805  0.000
C 3.4531 -3.2300 4.1542  0.000

Entry 2:
Computed, not measured: C3H6CoO4 as an isolated structure at a distorted geometry, with wB97M-V/def2-TZVPD.

- HOMO energy (alpha / beta) (eV) = -14.26 / -14.60
- total charge = +1
- 2S+1 = 5
- energy relative to the best compared isomer or geometry (same formula, charge and spin) (eV) = 3.2724
- orbital gap (alpha / beta) (eV) = 9.603 / 7.082
- LUMO energy (alpha / beta) (eV) = -4.6611 / -7.5157

Last column: Löwdin spin population.
Geometry (Å):
C -0.2409 -0.7886 0.6342  0.009
H 0.1550 2.9113 -0.6687  0.122
O -1.4555 -0.5369 -0.0342  0.084
Co 1.4510 1.8142 -0.3461  2.773
H 1.3446 -2.0588 -0.1363  0.001
O -1.4361 1.7318 -0.0799  0.260
C -2.0926 0.6896 0.1358  0.022
H 2.7409 -0.4212 -0.4464  0.006
O -3.2665 0.5852 0.5135  0.657
C 0.8568 -1.1049 -0.3709  0.009
O 1.8490 -0.0625 -0.3672  0.052
H 0.0508 0.0595 1.2698  0.005
H 0.4536 -1.1605 -1.3887  0.000
H -0.4102 -1.6581 1.2851  0.000

Entry 3:
Computed, not measured: C8H11AsF6N2O2Te4V as an isolated structure at a distorted geometry, with wB97M-V/def2-TZVPD.

- HOMO energy (alpha / beta) (eV) = -0.93 / -0.93
- total charge = -2
- 2S+1 = 4
- energy relative to the best compared isomer or geometry (same formula, charge and spin) (eV) = 0.0000
- orbital gap (alpha / beta) (eV) = 5.042 / 5.038
- LUMO energy (alpha / beta) (eV) = 4.1082 / 4.1049

Last column: Löwdin spin population.
Geometry (Å):
H -0.4563 -0.0789 4.7308  0.000
H 1.5256 2.3919 -2.1117  0.001
F -0.2457 -4.3347 -4.9202  0.000
H 0.1579 1.3008 -3.4977  0.002
H 1.4338 2.3688 0.9739  0.000
C -1.3192 -0.0311 1.4922  0.001
C -0.4981 -0.4497 3.7490  -0.001
C -0.1704 1.1807 -2.4662  -0.012
H 0.2962 2.7037 -0.9082  -0.001
H -1.2079 1.5655 -2.3445  0.003
N 1.8330 1.5008 0.6245  0.000
C 0.7961 1.8469 -1.5067  0.008
O 1.9900 -0.2031 -0.8044  0.030
V 0.1257 -0.8746 -1.8624  2.865
Te -1.8764 4.8974 3.6841  0.000
H -1.8327 0.6279 0.7862  0.000
F -1.2611 -2.2424 -3.8781  0.010
H 0.4527 -2.8055 1.4391  0.000
H -1.6085 1.2032 3.3061  0.000
C -0.0464 -1.8769 1.9114  0.001
F 0.8934 -3.5881 -3.0239  0.010
O -0.9257 -1.4976 -0.2353  0.032
F 0.0905 -2.0661 -5.9802  0.000
H 2.2846 0.9103 1.3070  0.000
H 0.9031 -2.1144 3.8181  0.000
N -0.7131 -1.1260 1.0767  0.013
F 1.0930 -1.3517 -3.9521  0.024
As 0.3621 -2.8278 -4.5069  0.002
C 0.1638 -1.5825 3.2323  0.001
Te -0.5243 3.1515 5.0820  0.000
C -1.1887 0.3231 2.8695  0.001
Te -2.1748 1.6736 6.4361  0.000
F 1.8933 -3.3977 -5.1997  0.000
C 1.6086 0.9979 -0.5812  0.008
Te -1.8540 3.8049 1.2603  0.000

Entry 4:
Computed, not measured: a 3-piece molecular cluster, C3H9O5 overall at a distorted geometry, with wB97M-V/def2-TZVPD.

- HOMO energy (eV) = -5.23
- total charge = -1
- 2S+1 = 1
- energy relative to the best compared isomer or geometry (same formula, charge and spin) (eV) = 0.6788
- orbital gap (eV) = 9.080
- LUMO energy (eV) = 3.8520

Last column: Löwdin charge in e.
Geometry (Å):
O -1.7005 0.4815 0.7058  -0.052
H 0.3395 -2.0721 0.5512  0.110
C -0.8988 -0.3411 0.2123  -0.696
O 1.4547 -0.5669 -2.2488  -0.128
C -0.0534 -1.2261 1.1342  -0.090
H 1.1435 0.0378 -2.9250  0.011
H -2.0018 1.6586 -0.9741  0.006
O 2.3617 -0.5194 1.2617  -0.082
H 2.4039 -0.5080 0.2957  0.073
H 0.6825 -0.7062 -1.6241  -0.022
H -1.1846 2.6785 -0.3511  -0.003
O -0.8007 -0.6105 -1.0188  -0.072
H 1.0298 -0.3818 2.8089  0.106
C 1.0529 -0.2752 1.7078  -0.269
H 0.7882 0.7858 1.6127  0.109
H -0.4890 -1.7715 1.9697  0.096
O -1.7424 2.5892 -1.1111  -0.097

Number 1: E_tot -6414.32733 Ha. Number 2: E_tot -1801.17953 Ha. Number 3: E_tot -5422.67040 Ha. Number 4: E_tot -495.98513 Ha.